DFT (wB97M-V/def2-TZVPD) results for a 2-piece molecular cluster, C18H18N2 overall at a distorted geometry.

The geometry in XYZ format:
```
38
Properties=species:S:1:pos:R:3:forces:R:3
C 0.2660 5.4899 0.7264 1.1 -0.4 0.9
C 0.7216 2.3257 -1.2231 -0.1 -0.2 -1.0
C 1.1037 3.1187 -0.1028 0.6 -1.8 -0.2
C 0.3876 4.3262 -0.2051 -2.0 1.7 -0.6
C -0.3609 4.2947 -1.3486 0.8 -1.7 -0.3
C 2.0528 0.5655 -0.4986 -0.2 -1.0 -1.9
C 1.2310 1.0571 -1.5226 0.5 0.6 2.4
C 2.5169 1.3054 0.5742 -0.4 0.0 0.6
C 2.0490 2.5836 0.7973 0.1 0.5 -0.8
N -0.1289 3.0665 -2.0321 -0.7 1.1 0.8
H 2.3599 -0.4621 -0.6555 0.4 0.1 0.3
H 1.0086 0.4325 -2.3703 -0.3 0.2 -0.2
H 3.1871 0.8327 1.2818 0.1 0.1 -0.1
H 2.5363 3.2051 1.5265 -0.2 0.1 0.5
H -0.9613 2.6401 -2.4277 0.5 -0.1 -0.2
H -1.0307 4.9994 -1.8112 -0.1 0.2 0.3
H 0.2710 6.4014 0.1333 0.1 0.2 0.4
H 1.0990 5.4378 1.4401 0.2 0.6 -0.4
H -0.5785 5.4854 1.4204 -0.4 -0.2 -0.5
C 1.5326 -2.4323 1.4136 -0.9 -1.2 1.5
C -0.8898 -2.7629 0.5022 0.1 0.1 -0.4
C 0.3323 -3.2744 1.0819 -0.4 0.4 -0.4
C -1.7352 -3.8591 0.2329 0.4 -1.6 0.2
C 0.1770 -4.6176 1.1496 -0.1 -0.6 0.1
C -1.2437 -1.5080 0.0096 -0.9 0.7 -0.1
C -2.4255 -1.3809 -0.7190 1.1 0.1 0.8
C -3.1986 -2.5008 -0.9359 -1.3 -0.3 -1.2
C -2.9043 -3.7869 -0.5120 -0.1 1.9 -0.4
N -1.0730 -4.9960 0.6774 -0.2 0.5 -0.2
H -0.7091 -0.5841 0.2005 0.5 -0.3 0.0
H -2.7041 -0.4121 -1.1089 -0.1 0.0 0.0
H -4.0640 -2.3967 -1.5939 0.1 0.1 0.2
H 2.4042 -3.0228 1.1525 0.5 0.7 -0.4
H 1.5566 -2.3512 2.5116 0.2 0.2 -0.2
H 0.8817 -5.3861 1.4285 0.0 0.1 0.2
H -1.5015 -5.9076 0.7197 0.3 0.2 0.0
H -3.5796 -4.5017 -0.9570 0.4 -0.9 0.7
H 1.4138 -1.4245 1.0442 0.5 0.0 -0.4
```
Forces are in eV/Å.

Calculated values
LUMO level = 0.88 eV
HOMO = -7.659 eV
orbital gap = 8.54 eV
charge = 0
energy relative to the best compared isomer or geometry (same formula, charge and spin) = 27.8 kcal/mol
structure (SMILES) = Cc1c[nH]c2ccccc12.Cc1c[nH]c2ccccc12

***

DFT (wB97M-V/def2-TZVPD) results for a 2-piece molecular cluster, C3H10N2O2 overall at a distorted geometry.

The geometry in XYZ format:
```
17
Properties=species:S:1:pos:R:3:forces:R:3
C 0.0017 0.4045 -0.3251 -0.7 -0.1 0.0
C 0.9723 -0.4273 -0.0939 1.9 0.9 0.6
C -1.4091 -0.1903 -0.4365 0.3 0.2 -0.5
N 2.9566 0.6015 0.0231 -2.0 -0.6 -0.2
N -2.3735 0.6622 0.4111 -0.1 0.0 0.2
O 1.3433 -1.6067 -0.0291 0.1 -0.9 -0.3
O -1.4268 -1.4543 0.0589 0.0 -0.2 0.3
H 0.1341 1.4549 -0.5184 0.3 0.1 0.0
H -1.7399 -0.0974 -1.4814 -0.1 0.0 0.3
H 3.2837 0.5888 0.9827 0.1 0.0 0.0
H 2.9020 1.5577 -0.3122 0.2 0.0 0.0
H 3.5732 0.0597 -0.5744 0.1 0.0 0.0
H -3.3556 0.4145 0.2091 0.3 0.1 0.0
H -2.2134 0.4508 1.4110 0.0 0.2 -0.3
H -2.2651 1.6746 0.2538 -0.1 -0.2 0.1
H 1.6365 -2.0203 0.8113 -0.2 0.3 0.0
H -2.0199 -2.0730 -0.3899 0.0 0.1 -0.2
```
Forces are in eV/Å.

Calculated values
LUMO level = -8.52 eV
HOMO = -19.447 eV
orbital gap = 10.92 eV
charge = +2
energy relative to the best compared isomer or geometry (same formula, charge and spin) = 37.7 kcal/mol

***

DFT (wB97M-V/def2-TZVPD) results for a 2-piece molecular cluster, C4H7NO2 overall.

The geometry in XYZ format:
```
14
Properties=species:S:1:pos:R:3:forces:R:3
O 2.2694 0.0277 1.2537 0.1 -0.2 0.2
C 0.9293 0.1318 0.9108 -0.1 0.0 -0.1
C 0.5398 1.1886 -0.0516 -0.2 0.0 -0.1
N -0.3192 0.6439 -0.8762 0.2 0.1 0.1
C -0.5414 -0.7232 -0.7121 0.1 -0.1 0.1
C 0.3740 -1.1525 0.2705 -0.1 -0.1 0.1
O 0.7735 -2.2614 0.6204 -0.1 0.2 0.0
H 2.4132 -0.9369 1.2700 0.2 0.1 0.1
H 0.2578 0.3057 1.7817 0.2 -0.1 0.0
H 0.7457 2.2481 -0.0322 0.0 -0.1 -0.1
H -2.6488 0.5464 -2.2247 -0.1 0.0 0.0
H -0.7285 1.2310 -1.5949 -0.3 -0.4 0.1
H -2.8795 0.0801 -2.7522 0.0 0.0 0.0
H -1.1824 -1.3564 -1.3044 0.1 0.5 -0.3
```
Forces are in eV/Å.

Calculated values
LUMO level (alpha / beta) = 0.09 / 0.10 eV
HOMO (alpha / beta) = -7.824 / -7.825 eV
orbital gap (alpha / beta) = 7.92 / 7.92 eV
charge = 0
energy relative to the best compared isomer or geometry (same formula, charge and spin) = 83.9 kcal/mol

***

DFT (wB97M-V/def2-TZVPD) results for the molecule C7H5N3OS at a distorted geometry.

The geometry in XYZ format:
```
17
Properties=species:S:1:pos:R:3:forces:R:3
C -2.3417 0.3990 0.9045 -1.4 -1.1 0.6
C 2.0535 1.6561 -0.4901 0.6 0.0 -1.3
C -1.3287 1.1005 0.6663 1.6 0.9 -1.8
C 0.9756 0.8658 -0.1474 -0.1 0.9 1.3
C 1.3027 -0.2535 0.4997 -0.2 -2.7 -0.8
C -0.3644 -1.8734 -0.2903 2.0 -2.4 0.6
C -0.2622 1.5688 -0.0021 -2.6 -0.1 2.1
N 3.0125 2.0275 -0.9734 1.7 1.3 -0.4
N -3.4347 -0.0896 1.1182 -0.5 2.0 0.1
N 0.2566 -1.1707 0.7320 1.1 0.5 0.9
O -1.2072 -2.7011 0.0194 0.5 1.4 -1.5
S 2.9288 -0.9569 0.6704 0.2 2.2 0.8
H 0.3897 -1.8887 -1.2651 -2.5 0.5 1.6
H -0.2931 2.6463 -0.0892 0.5 0.1 -0.8
H -3.6721 -1.0146 1.3331 0.3 -1.6 0.0
H 0.1713 -1.4976 1.7040 -0.4 -0.1 -0.9
H 3.5826 0.2994 0.9242 -0.7 -1.8 -0.5
```
Forces are in eV/Å.

Calculated values
LUMO level (alpha / beta) = -1.36 / -1.36 eV
HOMO (alpha / beta) = -8.784 / -8.784 eV
orbital gap (alpha / beta) = 7.43 / 7.42 eV
charge = 0
energy relative to the best compared isomer or geometry (same formula, charge and spin) = 78.6 kcal/mol
structure (SMILES) = N#C/C(C=C=C=N)=C(\S)NC=O